A structure of composition C28H39FN10O3SeV at a distorted geometry. Source: the OMol25 dataset; level of theory: wB97M-V/def2-TZVPD.

Geometry (Å):
V 2.559 -1.783 -0.329
N 3.350 0.008 -1.418
C 4.310 -0.367 -2.486
C 3.862 -1.676 -3.093
N 3.697 -2.729 -2.060
C 5.038 -3.275 -1.660
C 5.525 -2.729 -0.330
N 4.404 -2.882 0.633
C 2.802 -3.778 -2.601
C 0.868 -4.230 -0.975
N 1.533 -3.641 0.210
H 2.609 0.608 -1.798
H 3.835 0.551 -0.702
H 5.297 -0.431 -2.054
H 4.331 0.383 -3.271
H 4.557 -2.029 -3.857
H 2.918 -1.533 -3.594
H 5.771 -3.094 -2.455
H 4.926 -4.348 -1.553
H 5.776 -1.678 -0.342
H 6.414 -3.275 -0.015
H 4.541 -2.300 1.454
H 4.336 -3.852 0.932
H 3.048 -4.734 -2.152
H 2.951 -3.877 -3.687
H 0.818 -6.109 -0.236
H -0.209 -4.045 -0.884
H 2.142 -4.360 0.630
H 0.836 -3.393 0.913
F -4.010 0.864 -0.920
C -3.123 1.166 0.047
C -1.970 0.453 0.064
C -0.979 0.703 1.040
C 0.328 0.012 1.071
O 0.584 -0.927 0.239
C 1.245 0.429 2.090
C 0.829 1.396 2.984
N -0.350 2.030 2.958
C -0.678 2.943 4.073
C -0.620 4.407 3.822
C 0.404 3.775 4.687
C -1.289 1.712 1.967
C -2.501 2.426 1.948
C -3.457 2.204 0.974
N -4.648 2.930 0.893
C -5.129 3.702 2.031
C -5.588 5.074 1.585
N -6.379 4.954 0.304
C -6.888 3.568 0.087
C -5.709 2.622 -0.088
C 2.669 -0.057 2.225
O 3.276 0.271 3.232
O 3.134 -0.740 1.199
H -1.809 -0.337 -0.663
H 1.453 1.693 3.808
H -1.446 2.551 4.727
H -1.387 4.988 4.318
H -0.349 4.744 2.841
H 0.285 3.935 5.745
H 1.418 3.716 4.317
H -2.633 3.179 2.696
H -4.338 3.866 2.751
H -5.910 3.170 2.567
H -4.755 5.733 1.371
H -6.219 5.566 2.321
H -5.756 5.209 -0.474
H -7.144 5.635 0.323
H -7.497 3.579 -0.822
H -7.526 3.325 0.924
H -5.336 2.705 -1.106
H -6.131 1.621 0.035
Se 0.612 -6.443 -2.595
N -0.006 -5.109 -3.672
C 0.342 -3.884 -3.430
C -0.317 -2.823 -4.287
C -0.328 -1.537 -3.824
C 0.413 -1.227 -2.622
N 1.197 -2.031 -1.968
C 1.301 -3.470 -2.301
N 1.255 -5.626 -1.019
H -0.859 -3.082 -5.205
H -0.869 -0.721 -4.292
H 0.347 -0.239 -2.193

As for the net charge: +3. As for the expectation value of S²: 2.0132. The max |F| is 1.77 eV/A. The calculation puts the molecular weight at 712.6 g mol⁻¹. Its spin multiplicity is 3. Its HOMO-LUMO gap (alpha / beta) is 7.001 / 6.927 eV. The calculation puts the energy above the lowest of the compared OMol25 structures with the same formula, charge and spin at 1.1464 eV.